This record from the Open Molecules 2025 dataset describes 2 unconnected molecules or ions with the total composition C30H34N2O4. The level of theory is ωB97M-V/def2-TZVPD.

Calculated values
- Relative energy (zero: lowest compared OMol25 entry of this formula, charge and spin): 18.6 kcal/mol
- Largest force on an atom: 0.0819 Eh/bohr
- Energy: -1573.94556 a.u.
- E_LUMO: -1.849 eV
- Kohn-Sham gap: 0.1564 Ha
- Highest occupied orbital energy: -0.224 Eh

ORCA input file:
```
! wB97M-V def2-TZVPD RIJCOSX def2/J DEFGRID3
* xyz 0 1
C 2.986 5.090 1.159
N 3.734 4.552 0.038
C 4.878 5.356 -0.338
C 3.548 3.259 -0.362
C 4.376 2.626 -1.334
C 4.140 1.315 -1.710
C 3.113 0.533 -1.116
C 2.891 -0.870 -1.428
C 2.981 -1.833 -0.384
C 2.526 -3.165 -0.579
C 2.571 -4.093 0.429
C 3.133 -3.754 1.704
N 3.234 -4.680 2.694
C 3.929 -4.384 3.929
C 2.522 -5.944 2.691
C 3.627 -2.435 1.892
C 3.521 -1.499 0.892
C 2.290 1.181 -0.150
C 2.491 2.498 0.212
H 1.909 4.950 1.019
H 3.277 4.620 2.112
H 3.195 6.162 1.219
H 5.212 5.129 -1.353
H 4.566 6.408 -0.286
H 5.723 5.227 0.360
H 5.219 3.177 -1.760
H 4.770 0.831 -2.463
H 3.161 -1.273 -2.410
H 2.097 -3.415 -1.561
H 2.190 -5.100 0.236
H 4.904 -3.923 3.738
H 3.357 -3.717 4.591
H 4.083 -5.332 4.451
H 2.404 -6.334 1.676
H 3.116 -6.649 3.287
H 1.526 -5.851 3.159
H 4.109 -2.155 2.833
H 3.866 -0.483 1.068
H 1.479 0.619 0.313
H 1.851 2.940 0.980
C -2.533 1.259 -1.929
C -2.789 -0.240 -1.843
C -4.184 -0.533 -1.282
O -2.744 -0.873 -3.132
C -1.498 -1.071 -3.664
O -1.427 -1.541 -4.789
C -0.326 -0.739 -2.829
C 0.855 -0.511 -3.630
C 0.844 0.796 -4.424
C 1.552 1.876 -3.893
C 1.660 3.073 -4.597
C 0.957 3.236 -5.803
C 0.189 2.170 -6.303
C 0.158 0.940 -5.633
C -0.535 -0.954 -1.428
O 0.284 -1.248 -0.575
O -1.852 -0.891 -0.977
H -1.574 1.483 -2.413
H -3.352 1.714 -2.501
H -2.539 1.681 -0.915
H -4.356 -1.613 -1.286
H -4.262 -0.159 -0.259
H -4.930 -0.045 -1.913
H 1.683 -0.460 -2.930
H 0.932 -1.370 -4.322
H 2.008 1.763 -2.903
H 2.285 3.871 -4.194
H 1.000 4.189 -6.339
H -0.382 2.292 -7.225
H -0.427 0.102 -6.020
*
```